(1)
10
Properties=species:S:1:pos:R:3:mulliken_charge:R:1 method="wB97M-V/def2-TZVPD" gap_ev=8.26 smiles="O=C(S)C(=S)NS" charge=0 e_tot_ev=-38163.499
S 0.694 1.144 -1.909 -0.196
C -0.474 0.485 -0.611 0.567
N -0.050 -1.078 1.032 -0.276
O -1.677 0.176 -0.557 -0.572
H 0.044 -1.405 2.072 0.303
H -2.144 -1.584 -0.361 0.241
S 1.123 1.355 1.502 -0.289
C 0.276 0.228 0.718 0.201
H 1.556 1.500 -0.812 0.203
S -0.848 -2.289 0.137 -0.181

---

(2)
10
Properties=species:S:1:pos:R:3:mulliken_charge:R:1 method="wB97M-V/def2-TZVPD" gap_ev=7.78 smiles="SC1=C(S)SON1" charge=0 e_tot_ev=-38161.114
H 0.062 -1.799 -0.460 0.242
S 2.001 0.797 0.396 -0.159
S -2.474 -0.403 0.278 0.028
N -0.153 -1.427 0.416 -0.180
S -1.176 2.456 0.145 -0.144
H -2.387 2.529 -0.167 0.094
C 0.051 -0.021 0.168 -0.304
C -0.996 0.768 0.216 0.506
O -1.490 -1.749 0.784 -0.244
H 2.063 0.831 -0.888 0.160

---

(3)
10
Properties=species:S:1:pos:R:3:mulliken_charge:R:1 method="wB97M-V/def2-TZVPD" gap_ev="6.89 / 6.76" charge=0 e_tot_ev=-38160.277
S 2.641 -1.750 -0.488 -0.276
C 1.654 -0.623 0.086 0.267
H -0.125 0.678 0.688 0.392
S -1.405 -1.067 -1.661 -0.081
S -1.202 -1.832 1.220 -0.131
N 1.670 0.486 0.758 -0.144
O 0.530 1.251 0.974 -0.314
C -0.648 -1.357 -0.168 -0.169
H 2.634 0.950 1.120 0.313
H -2.536 -1.476 -1.295 0.142

---

(4)
8
Properties=species:S:1:pos:R:3:mulliken_charge:R:1 method="wB97M-V/def2-TZVPD" gap_ev=8.34 smiles="C1=N[PH]#P=C1" charge=0 e_tot_ev=-22188.468
P -0.607 -0.623 2.003 0.020
H -0.946 -0.101 -1.806 0.371
P -1.336 -1.584 0.084 -0.080
C 0.125 0.691 -0.053 0.085
H 0.594 1.441 -0.713 0.314
N 0.099 0.679 1.236 -0.525
C -0.653 -0.268 -0.803 -0.276
H 0.621 -0.991 2.245 0.090

---

(5)
8
Properties=species:S:1:pos:R:3:mulliken_charge:R:1 method="wB97M-V/def2-TZVPD" gap_ev=8.51 charge=0 e_tot_ev=-22188.356
H 1.625 -0.407 -0.273 0.382
P -1.569 -0.731 -1.352 -0.005
P -0.753 -1.033 0.508 0.073
H -2.581 -1.503 -0.882 0.040
C 0.884 -0.105 0.364 -0.597
C 0.646 1.379 0.143 0.163
N 0.373 2.489 0.077 -0.350
H 1.375 -0.089 1.414 0.296

---

(6)
8
Properties=species:S:1:pos:R:3:mulliken_charge:R:1 method="wB97M-V/def2-TZVPD" gap_ev=8.96 smiles=N#CC#P.P charge=0 e_tot_ev=-22186.593
P -1.328 -2.146 -0.120 -0.181
C -1.602 -0.624 0.062 -0.264
H 2.554 0.509 0.440 0.051
N -1.716 1.851 0.125 -0.365
P 1.772 -0.501 0.023 -0.143
H 1.506 0.292 -1.347 0.076
H 0.559 -0.081 0.745 0.010
C -1.745 0.700 0.072 0.815

---

(7)
7
Properties=species:S:1:pos:R:3:mulliken_charge:R:1 method="wB97M-V/def2-TZVPD" gap_ev=7.46 smiles="C#C.N=S" charge=0 e_tot_ev=-14443.476
H 1.709 1.221 0.074 0.382
H -0.757 -0.865 -0.568 0.115
N -2.433 1.038 0.456 -0.274
S -3.020 -0.342 0.049 -0.010
H -1.366 0.799 0.603 0.287
C 0.158 -0.339 -0.450 -0.303
C 0.964 0.465 -0.110 -0.197

---

(8)
7
Properties=species:S:1:pos:R:3:mulliken_charge:R:1 method="wB97M-V/def2-TZVPD" gap_ev="5.74 / 5.75" charge=0 e_tot_ev=-14441.541
S -1.093 1.579 -0.414 -0.128
H -2.882 -1.462 1.073 0.356
C -2.723 -0.567 0.585 0.052
C -1.999 0.346 0.282 -0.319
H 1.656 0.067 0.846 0.234
H 1.126 -0.089 -0.702 0.236
N 1.674 0.473 -0.094 -0.430

---

(9)
8
Properties=species:S:1:pos:R:3:mulliken_charge:R:1 method="wB97M-V/def2-TZVPD" gap_ev=7.52 charge=0 e_tot_ev=-25279.089
H 3.090 0.192 0.029 0.148
S 2.034 -0.420 -0.394 -0.143
H -0.924 -1.925 0.705 0.306
C -0.296 0.623 0.104 -0.028
N 0.872 0.961 -0.135 -0.318
C -1.102 -0.724 0.179 -0.104
H -1.048 1.381 -0.064 0.358
S -2.626 -0.087 -0.424 -0.218

---

(10)
8
Properties=species:S:1:pos:R:3:mulliken_charge:R:1 method="wB97M-V/def2-TZVPD" gap_ev=8.02 charge=0 e_tot_ev=-25281.025
H -2.046 1.208 -0.634 0.253
H 2.777 -0.655 0.443 0.185
S 1.232 1.667 -0.081 -0.190
C -0.983 -0.158 0.067 -0.149
N -2.123 0.300 -0.195 -0.458
S 1.651 -1.321 -0.125 -0.167
H -1.169 -1.213 0.541 0.268
C 0.661 0.171 -0.015 0.257

---

(11)
9
Properties=species:S:1:pos:R:3:mulliken_charge:R:1 method="wB97M-V/def2-TZVPD" gap_ev=7.23 smiles="S=CC(=S)NS" charge=0 e_tot_ev=-36115.482
N -0.040 -1.043 -0.147 -0.397
S -0.969 1.726 -0.269 -0.237
C 0.792 -0.171 0.285 0.520
H -1.935 -0.240 -0.863 0.167
S 2.394 -0.338 -0.147 -0.321
C 0.335 1.206 0.569 -0.199
H 0.837 2.019 1.318 0.285
S -1.721 -1.316 0.131 -0.135
H 0.307 -1.843 -0.876 0.315

---

(12)
9
Properties=species:S:1:pos:R:3:mulliken_charge:R:1 method="wB97M-V/def2-TZVPD" gap_ev=8.98 smiles="S[C@@H]1SC=NS1" charge=0 e_tot_ev=-36116.672
H -2.710 -0.305 0.244 0.095
S 0.147 -1.326 -0.132 -0.067
H 2.027 -1.244 1.230 0.312
C -0.655 0.301 -0.618 -0.401
N 1.746 0.599 0.443 -0.313
S 0.795 1.595 -0.420 0.047
S -2.017 0.659 0.506 -0.126
C 1.595 -0.666 0.399 0.019
H -0.928 0.388 -1.652 0.435

---

(13)
9
Properties=species:S:1:pos:R:3:mulliken_charge:R:1 method="wB97M-V/def2-TZVPD" gap_ev=7.64 smiles="S=CN(S)C=S" charge=0 e_tot_ev=-36116.357
C 0.850 0.155 -0.573 0.054
N -0.244 -0.163 0.096 -0.013
S 1.589 -0.800 -1.717 -0.284
S -0.275 2.217 1.374 -0.298
S -1.171 -1.619 0.093 -0.080
H 0.020 -2.626 -0.103 0.182
H 1.127 1.216 -0.311 0.133
C -0.851 0.751 0.958 0.017
H -1.714 0.346 1.441 0.289

---

(14)
9
Properties=species:S:1:pos:R:3:mulliken_charge:R:1 method="wB97M-V/def2-TZVPD" gap_ev=7.87 smiles="S=C(S)/C=N/S" charge=0 e_tot_ev=-36116.817
S 1.430 -1.404 -0.599 -0.172
C 0.391 -0.612 0.641 0.174
S -1.672 2.068 -1.258 -0.122
S 0.798 -0.925 2.179 -0.242
N -0.659 0.656 -1.011 -0.359
H 0.817 -0.839 -1.654 0.195
H -1.400 0.643 1.025 0.364
C -0.733 0.235 0.212 0.004
H -1.633 2.054 -2.578 0.158

---

(15)
8
Properties=species:S:1:pos:R:3:mulliken_charge:R:1 method="wB97M-V/def2-TZVPD" gap_ev=7.89 smiles="C#P=O.C=O" charge=0 e_tot_ev=-15501.298
P 1.126 0.307 -0.655 0.558
C -1.531 0.043 1.016 0.034
O 1.455 1.439 0.205 -0.529
H 1.708 -1.329 -2.216 0.272
H -2.539 -0.272 1.426 0.236
H -1.000 0.231 1.979 0.230
O -1.277 0.211 -0.145 -0.418
C 2.057 -0.629 -1.610 -0.383

---

(16)
9
Properties=species:S:1:pos:R:3:mulliken_charge:R:1 method="wB97M-V/def2-TZVPD" gap_ev=7.35 charge=-1 e_tot_ev=-27887.139
H 4.107 -1.217 0.047 0.355
S -3.847 0.771 -0.023 -0.597
C 2.309 0.145 -0.357 -0.348
H -4.443 -0.310 0.257 0.011
S -1.351 0.019 -0.196 0.566
O -0.526 1.178 0.189 -0.519
O -1.234 -1.093 0.713 -0.467
C 3.299 -0.492 -0.114 -0.425
H 1.685 1.000 -0.517 0.424

---

(17)
8
Properties=species:S:1:pos:R:3:mulliken_charge:R:1 method="wB97M-V/def2-TZVPD" gap_ev=6.85 charge=+2 e_tot_ev=-10886.687
H 1.046 1.571 0.292 0.334
C 0.702 0.895 -0.500 -0.608
H 0.028 1.489 -1.128 0.349
H 1.466 0.411 -1.105 0.339
C -0.225 -0.278 0.209 1.040
Tl -2.016 -2.772 1.373 1.082
O -1.355 0.022 0.510 -0.270
O 0.353 -1.338 0.348 -0.266

---

(18)
9
Properties=species:S:1:pos:R:3:mulliken_charge:R:1 method="wB97M-V/def2-TZVPD" gap_ev="7.02 / 5.85" charge=-1 e_tot_ev=-19094.190 multiplicity=3
O 2.039 -0.704 0.703 -0.558
H -0.973 1.618 -0.194 0.140
O 1.465 1.362 -0.415 -0.590
O -2.660 0.503 0.329 -0.596
S 1.110 -0.018 -0.144 0.690
C -1.456 0.541 0.184 0.116
C -0.422 -0.228 0.592 -0.321
H 1.108 -0.814 -1.378 0.088
H -0.212 -2.260 0.322 0.032

---

(19)
10
Properties=species:S:1:pos:R:3:mulliken_charge:R:1 method="wB97M-V/def2-TZVPD" gap_ev=7.79 charge=-1 e_tot_ev=-29936.925
S -1.325 2.407 -0.121 -0.450
C -0.371 1.037 -0.169 0.545
O 0.856 1.097 -0.623 -0.528
H -0.217 -0.916 0.798 0.263
C -1.025 -0.227 0.277 -1.001
O 1.807 -0.842 1.144 -0.549
H -1.975 0.135 0.754 0.313
O 1.393 -1.483 -1.172 -0.529
S 2.039 -0.520 -0.251 0.616
H -1.181 -0.686 -0.638 0.319

---

(20)
9
Properties=species:S:1:pos:R:3:mulliken_charge:R:1 method="wB97M-V/def2-TZVPD" gap_ev="6.33 / 7.45" charge=-1 e_tot_ev=-16140.037 multiplicity=3
C 1.478 0.469 -0.094 0.566
H -1.692 0.236 1.325 -0.120
H -2.451 -0.778 -0.648 -0.249
C 0.549 -0.747 -0.004 0.117
Si -1.230 -0.104 -0.104 0.474
O 2.539 0.535 -0.700 -0.646
O 0.713 1.266 0.546 -0.584
O 0.952 -1.881 0.703 -0.446
H -0.858 1.004 -1.024 -0.111